--- A ---
Entry from the Open Molecules 2025 dataset: the molecule C2H5N3OS (ωB97M-V/def2-TZVPD).

Structure (XYZ):
```
12
C2H5N3OS (ωB97M-V/def2-TZVPD)
C 0.6091 -0.2420 -0.0022
C -2.8838 0.1781 0.2347
H 0.4968 2.3994 -0.8778
H 0.3926 2.4331 0.9229
H 2.4571 0.9566 0.3179
H -2.7632 1.2704 0.5493
H -3.8319 -0.3672 0.0333
N 0.9654 2.2455 0.0650
N 1.4590 0.9443 -0.0592
N -1.7981 -0.5942 -0.1704
O -0.6567 0.2507 -0.3076
S 1.1104 -1.6552 0.0795
```

Kohn-Sham gap (eV): 9.01
LUMO energy (eV): 0.14
E_HOMO (eV): -8.9
SMILES string: C=NOC(=S)NN

***

--- B ---
Entry from the Open Molecules 2025 dataset: the molecule C2H5N3OS (ωB97M-V/def2-TZVPD).

Structure (XYZ):
```
12
C2H5N3OS (ωB97M-V/def2-TZVPD)
C 0.3241 0.4748 -0.1405
C -1.9755 0.4809 0.0168
H 0.8814 -2.0481 -0.7150
H 0.3455 -1.6100 0.8951
H 2.3494 0.1432 -0.0259
H 1.3769 1.9481 0.0042
H -1.8969 1.5293 0.5030
N 1.1458 -1.7116 0.1575
N 1.4258 -0.2986 -0.3302
N 0.3152 1.7675 -0.0104
O -0.8814 -0.2841 -0.2426
S -3.4102 -0.3914 -0.1121
```

Kohn-Sham gap (eV): 8.71
LUMO energy (eV): -0.31
E_HOMO (eV): -9.0
SMILES string: [H]/N=C(\NN)OC=S

***

On energetic grounds, B is preferred over the next structure by 157.6 kJ/mol.